w:
Entry from the OMol25 dataset: the ion C2H8N3 with charge +1 (ωB97M-V/def2-TZVPD).

```
! RIJCOSX wB97M-V def2-TZVPD def2/J DEFGRID3
* xyz 1 1
C -0.636 -0.407 0.558
C 0.334 -0.622 -0.659
N -0.165 0.811 1.246
N 0.496 0.653 2.310
N -0.058 0.065 -1.910
H -1.677 -0.193 0.173
H -0.726 -1.265 1.099
H 1.389 -0.583 -0.470
H 0.161 0.005 3.140
H 0.885 1.577 2.493
H -1.105 -0.113 -1.910
H 0.562 -0.238 -2.711
H -0.056 1.087 -1.783
*
```

Properties
gap between HOMO and LUMO (alpha / beta): 0.24952 / 0.36466 Eh
highest occupied orbital energy (alpha / beta): -11.755 / -13.564 eV
LUMO (alpha / beta): -5.0 / -3.6 eV



x:
Entry from the OMol25 dataset: the ion C2H8N3 with charge +1 (ωB97M-V/def2-TZVPD).

```
! RIJCOSX wB97M-V def2-TZVPD def2/J DEFGRID3
* xyz 1 1
C -0.481 1.500 0.744
C 0.942 -1.260 0.438
N -0.128 -1.217 -1.644
N -0.592 0.627 -0.457
N -0.076 -0.589 -0.598
H 0.097 1.130 1.514
H 0.090 2.380 0.660
H -1.445 1.854 1.034
H 1.906 -1.122 -0.035
H 0.865 -2.402 0.336
H 0.902 -0.912 1.446
H -0.693 -0.777 -2.458
H -1.386 0.788 -0.982
*
```

Properties
gap between HOMO and LUMO: 0.38148 Eh
highest occupied orbital energy: -15.383 eV
LUMO: -5.0 eV



In order of decreasing stability: x, w.



w:
Entry from the OMol25 dataset: a cluster of 3 separate species, C4H5F3O in total (ωB97M-V/def2-TZVPD).

```
! RIJCOSX wB97M-V def2-TZVPD def2/J DEFGRID3
* xyz 0 1
C 1.211 -0.622 0.475
C -0.101 -0.889 0.193
C -1.139 0.233 0.495
C -2.588 -0.049 -0.016
O -0.950 1.209 1.176
F -2.565 -0.920 -1.001
F -3.231 0.960 -0.524
F -3.211 -0.573 1.040
H 2.011 -1.213 0.178
H 1.470 0.310 0.832
H -0.333 -1.858 -0.318
H 1.185 2.486 -0.117
H 2.076 3.085 -0.205
*
```

Properties
gap between HOMO and LUMO: 0.37774 Eh
highest occupied orbital energy: -10.757 eV
LUMO: -0.5 eV



x:
Entry from the OMol25 dataset: an isolated molecule of C4H5F3O (ωB97M-V/def2-TZVPD).

```
! RIJCOSX wB97M-V def2-TZVPD def2/J DEFGRID3
* xyz 0 1
C 1.839 -0.840 -0.037
C 0.789 -0.222 0.453
C -0.265 0.513 -0.257
C -1.591 -0.132 0.114
O -0.219 1.892 -0.028
F -1.378 -1.439 -0.324
F -2.646 0.377 -0.518
F -1.900 -0.272 1.351
H 2.345 -1.512 0.624
H 1.906 -0.657 -1.010
H 0.616 -0.090 1.479
H -0.187 0.274 -1.428
H 0.689 2.109 -0.419
*
```

Properties
gap between HOMO and LUMO: 0.40629 Eh
highest occupied orbital energy: -10.408 eV
LUMO: 0.6 eV



In order of decreasing stability: x, w.



w:
Entry from the OMol25 dataset: a cluster of 2 separate species, C7H14N2O in total (ωB97M-V/def2-TZVPD).

```
! RIJCOSX wB97M-V def2-TZVPD def2/J DEFGRID3
* xyz 0 1
C -2.173 0.753 1.144
C 0.376 -1.860 1.457
C -0.092 -0.426 1.439
O -1.411 -0.422 0.987
N 0.373 0.369 2.358
H -0.165 1.223 2.484
H -1.668 1.631 0.723
H -3.097 0.590 0.591
H -2.398 0.950 2.198
H 1.372 -1.914 1.887
H -0.317 -2.467 2.035
H 0.388 -2.233 0.432
C -0.209 0.997 -2.465
C 0.465 -0.033 -1.590
C 1.013 0.560 -0.291
C 2.272 0.053 -0.387
N 0.338 -1.296 -1.720
H -0.372 -1.557 -2.404
H 0.888 1.633 -0.221
H 0.521 1.716 -2.837
H -0.970 1.546 -1.911
H -0.713 0.523 -3.306
H 2.446 -1.008 -0.409
H 3.135 0.673 -0.192
*
```

Properties
gap between HOMO and LUMO: 0.31505 Eh
highest occupied orbital energy: -8.303 eV
LUMO: 0.3 eV



x:
Entry from the OMol25 dataset: a cluster of 2 separate species, C7H14N2O in total (ωB97M-V/def2-TZVPD).

```
! RIJCOSX wB97M-V def2-TZVPD def2/J DEFGRID3
* xyz 0 1
C 0.476 2.545 -0.195
C 2.970 -0.113 -0.063
C -0.428 1.646 -0.775
C -1.173 0.905 1.471
C 0.731 -1.629 -0.974
C -2.038 -1.468 0.217
C -1.031 0.620 0.010
N 1.773 0.068 0.360
N 0.718 -0.631 0.048
O -1.828 -0.300 -0.603
H 0.892 3.138 -0.857
H 0.469 2.425 0.876
H 3.764 0.611 0.088
H 3.200 -1.082 -0.466
H -0.608 1.625 -1.795
H -1.263 1.983 1.481
H -2.021 0.426 1.815
H -0.394 0.414 2.005
H 0.612 -2.581 -0.553
H -0.149 -1.410 -1.669
H 1.612 -1.688 -1.598
H -2.990 -1.273 0.728
H -1.262 -1.762 0.906
H -2.034 -2.469 -0.455
*
```

Properties
gap between HOMO and LUMO (alpha / beta): 0.27627 / 0.27633 Eh
highest occupied orbital energy (alpha / beta): -7.237 / -7.238 eV
LUMO (alpha / beta): 0.3 / 0.3 eV



y:
Entry from the OMol25 dataset: a cluster of 2 separate species, C7H14N2O in total (ωB97M-V/def2-TZVPD).

```
! RIJCOSX wB97M-V def2-TZVPD def2/J DEFGRID3
* xyz 0 1
C -2.737 0.354 1.457
C -1.323 0.706 1.016
N -0.829 -0.157 -0.052
C -1.484 0.027 -1.333
C 0.593 -0.231 -0.138
C 1.303 -1.134 0.849
C 1.188 -1.553 -0.578
C 1.307 0.997 -0.516
N 1.567 2.010 -1.064
H -3.021 0.971 2.321
H -3.476 0.535 0.664
H -2.797 -0.704 1.751
H -1.279 1.772 0.716
H -0.645 0.588 1.873
H -1.345 1.047 -1.743
H -1.086 -0.695 -2.057
H -2.562 -0.155 -1.235
H 2.283 -0.823 1.211
H 0.646 -1.603 1.581
H 0.450 -2.313 -0.835
H 2.081 -1.537 -1.202
O 3.842 0.577 -0.529
H 3.908 -0.135 -1.172
H 3.417 1.456 -0.984
*
```

Properties
gap between HOMO and LUMO: 0.37006 Eh
highest occupied orbital energy: -9.227 eV
LUMO: 0.8 eV



In order of decreasing stability: y, w, x.



w:
Entry from the OMol25 dataset: an isolated molecule of C7H14N2O (ωB97M-V/def2-TZVPD).

```
! RIJCOSX wB97M-V def2-TZVPD def2/J DEFGRID3
* xyz 0 1
C -2.072 -2.114 0.200
C -0.425 0.086 -0.198
C 0.692 -1.040 0.007
C 2.040 -0.294 0.187
C 1.850 1.224 -0.163
C 0.725 2.067 0.457
C -0.646 1.219 0.791
H -3.103 -2.077 0.196
H -1.667 -3.092 -0.309
H -1.887 -1.924 1.252
H -0.356 0.440 -1.150
H 0.444 -1.771 0.811
H 0.485 -1.533 -1.084
H 2.465 -0.468 1.383
H 2.928 -0.933 -0.263
H 1.976 1.334 -1.296
H 2.599 1.752 0.187
H 0.758 2.867 -0.287
H 1.263 2.550 1.348
H -0.531 1.054 1.950
H -1.687 1.826 0.514
N -1.589 -0.783 -0.545
N -2.256 -0.675 -1.606
O -2.005 0.286 -2.379
*
```

Properties
gap between HOMO and LUMO: 0.34588 Eh
highest occupied orbital energy: -8.641 eV
LUMO: 0.8 eV



x:
Entry from the OMol25 dataset: a structure of composition C7H14N2O (ωB97M-V/def2-TZVPD).

```
! RIJCOSX wB97M-V def2-TZVPD def2/J DEFGRID3
* xyz 0 1
C -0.355 -1.076 1.581
C -0.224 -1.231 0.039
C 1.205 -1.645 -0.481
C 2.247 -0.534 -0.098
C 1.693 0.757 -0.706
C 0.241 1.235 -0.351
C 0.331 1.991 1.020
H -1.434 -0.223 1.651
H -0.553 -2.060 1.967
H 0.629 -0.725 2.201
H -0.894 -1.971 -0.541
H 1.002 -1.724 -1.542
H 1.354 -2.473 0.337
H 2.157 -0.307 0.985
H 3.379 -0.581 -0.430
H 1.910 0.764 -1.865
H 2.068 1.725 -0.407
H -0.113 1.883 -1.247
H 0.629 2.970 0.537
H 1.371 1.818 1.853
H -0.592 2.134 1.752
N -0.671 0.083 -0.675
N -2.070 0.485 -0.638
O -2.820 -0.273 -0.261
*
```

Properties
gap between HOMO and LUMO: 0.35697 Eh
highest occupied orbital energy: -8.824 eV
LUMO: 0.9 eV



In order of decreasing stability: w, x.



w:
Entry from the OMol25 dataset: a cluster of 7 separate species, C5H22NO8 in total (ωB97M-V/def2-TZVPD).

```
! RIJCOSX wB97M-V def2-TZVPD def2/J DEFGRID3
* xyz -1 1
N 5.285 -0.279 0.291
C 4.296 -0.506 -0.819
C 3.270 0.720 -0.937
C 2.038 0.604 0.126
C 0.833 -0.283 -0.439
C -0.441 0.011 0.502
O -0.435 0.818 1.461
O -1.692 -0.635 0.231
H 5.256 0.677 0.671
H 5.244 -1.000 1.023
H 3.632 -1.409 -0.527
H 2.835 0.879 -1.980
H 3.809 1.708 -0.664
H 2.405 0.226 1.149
H 1.636 1.682 0.234
H 1.142 -1.395 -0.400
H 0.602 -0.083 -1.550
H -1.609 -1.614 0.315
O -1.383 -2.311 2.560
H -2.043 -2.330 3.263
H -1.362 -1.383 2.286
O 3.734 -3.829 -0.006
H 3.806 -4.390 0.775
H 4.057 -4.384 -0.725
O 1.780 -0.749 -3.668
H 1.279 -1.146 -4.390
H 2.599 -1.266 -3.635
O -4.731 -0.035 0.729
H -3.972 -0.627 0.654
H -4.346 0.847 0.654
O -6.113 2.481 -0.473
H -7.026 2.770 -0.594
H -6.196 1.593 -0.098
O -6.302 5.093 1.561
H -5.406 5.305 1.273
H -6.483 4.239 1.147
*
```

Properties
gap between HOMO and LUMO: 0.09679 Eh
highest occupied orbital energy: -0.458 eV
LUMO: 2.2 eV



x:
Entry from the OMol25 dataset: a cluster of 7 separate species, C5H22NO8 in total (ωB97M-V/def2-TZVPD).

```
! RIJCOSX wB97M-V def2-TZVPD def2/J DEFGRID3
* xyz -1 1
O -2.149 -0.547 0.411
C -0.932 -0.491 0.196
N -0.041 -0.527 1.200
C -0.318 -0.432 2.637
O 0.431 0.466 3.387
C -0.238 -0.569 -1.187
C -0.076 0.862 -1.739
C 0.758 0.876 -2.988
H 0.959 -0.442 0.931
H -1.432 -0.173 2.724
H -0.095 -1.415 3.045
H 0.780 -1.041 -1.147
H -0.802 -1.235 -1.837
H 0.257 1.506 -0.903
H -1.118 0.986 -2.056
H 0.546 0.006 -3.618
H 0.725 1.842 -3.477
H 1.827 0.773 -2.792
H -2.339 -2.497 1.106
H -1.328 -2.976 0.062
O -2.082 -3.263 0.580
H 1.403 0.469 2.972
H 3.069 -0.768 2.951
O 2.888 0.168 2.781
H -3.346 -0.717 -0.910
H -3.109 -0.108 -2.244
O -3.804 -0.142 -1.575
H 3.390 1.712 -0.372
H 3.926 1.307 0.998
O 3.745 2.071 0.441
H -3.744 1.588 -1.166
H -3.184 2.143 0.171
O -3.465 2.405 -0.708
H 3.176 -1.286 -0.032
H 2.812 -0.056 1.719
O 2.910 -0.494 0.440
*
```

Properties
gap between HOMO and LUMO: 0.33251 Eh
highest occupied orbital energy: -6.111 eV
LUMO: 2.9 eV



In order of decreasing stability: x, w.